10
Properties=species:S:1:pos:R:3 method="wB97M-V/def2-TZVPD" smiles="N#CNN(O)[N+](=O)[O-]" de_lowest_ev=2.0837 total_charge=0 orbital_gap_ev=10.9 spin_multiplicity=1 max_force_ha_per_bohr=0.0927 homo_ev=-10.908
H 0.282 -1.753 -0.118
O -0.613 1.433 -2.081
C 0.796 -0.859 1.593
N 0.228 -0.852 0.374
N -0.267 0.293 -0.149
O 1.256 0.449 -1.739
N 1.369 -1.088 2.566
N 0.177 0.794 -1.427
H -1.591 1.007 0.886
O -1.637 0.578 0.093

=====

58
Properties=species:S:1:pos:R:3 method="wB97M-V/def2-TZVPD" smiles="O=c1[nH]c(Cl)c(CCCCOP(=O)(O)O)c(=O)[nH]1.CNC(=O)[C@@H](NC(C)=O)C(C)C" total_charge=0 orbital_gap_ev=9.5 spin_multiplicity=1 max_force_ha_per_bohr=0.0679 homo_ev=-9.410
H 4.086 2.829 5.019
N -3.721 -3.155 -1.494
C 3.030 -3.086 4.932
H 4.496 1.878 3.570
H 4.113 -3.159 4.828
H 1.127 1.203 -3.058
C 0.242 0.923 -4.998
H 3.200 -1.246 3.867
H 3.264 3.168 3.479
C -4.340 -2.656 -0.383
H 0.135 0.314 4.269
H 2.720 3.736 -5.554
O 0.178 4.633 -5.783
H -3.904 -4.129 -1.713
H -0.563 -2.408 2.474
C -3.469 -0.512 -0.834
O -5.005 -3.397 0.308
H 2.561 -3.962 4.479
C 2.622 1.389 4.471
C -2.996 -2.347 -2.364
H -0.414 2.033 -3.251
H -1.412 -1.452 1.262
C -0.371 0.924 1.698
H -0.833 0.757 0.725
H 2.770 -3.065 5.993
H 2.285 1.022 2.523
C 0.871 -0.160 3.619
N 2.534 -1.871 4.288
H 0.412 1.670 1.574
O 2.357 1.178 5.644
C 1.252 -1.484 4.310
H 0.964 -0.748 1.545
H -0.161 -1.019 -3.080
C 0.119 1.102 -3.474
H 1.281 0.695 -5.265
H -0.353 0.063 -5.321
O -3.356 0.637 -0.445
H -1.128 1.311 2.383
O 0.392 -2.145 4.885
H -0.472 4.616 -6.495
N 2.013 0.768 3.459
C -2.841 -1.004 -2.072
H -1.688 -1.134 2.990
C -0.594 -0.065 -2.762
C 0.204 -0.393 2.242
O 2.150 3.109 -5.093
H -2.502 0.957 -2.882
H -0.418 0.036 -1.686
P 0.860 3.232 -5.994
H -4.606 -1.007 0.808
O -0.250 2.081 -5.685
Cl -2.304 -3.073 -3.794
O 1.346 3.176 -7.379
H -2.308 -0.336 -4.054
C 3.695 2.386 4.103
C -0.943 -1.413 2.244
C -2.110 -0.058 -3.014
N -4.221 -1.344 -0.061